(1)
ORCA calculation (ωB97M-V/def2-TZVPD) on a single C4H8O2 molecule.

```
14
Properties=species:S:1:pos:R:3:forces:R:3
O 0.754872 0.375016 1.070367 -0.08 -0.04 0.04
O -0.740442 0.818115 -2.126183 0.00 -0.13 0.47
C -1.738507 -0.304927 -0.264109 -0.06 -0.03 -0.03
C 1.467072 -0.817791 0.827837 0.17 -0.25 0.02
C 0.453794 1.092297 -0.096900 0.03 0.17 -0.12
C -0.687529 0.535013 -0.948388 -0.01 0.07 -0.27
H 1.332192 1.209022 -0.748202 -0.11 -0.02 0.09
H -1.355225 -1.319966 -0.109360 -0.03 0.13 -0.02
H 0.828829 -1.596254 0.376194 0.19 0.19 0.05
H 1.824914 -1.181002 1.797593 -0.08 0.07 -0.25
H 0.140299 2.091421 0.231001 0.02 -0.10 -0.10
H 2.332819 -0.637214 0.167504 -0.22 -0.06 0.17
H -2.623756 -0.356197 -0.900160 0.12 0.00 0.08
H -1.989332 0.092467 0.722806 0.06 -0.01 -0.11
```
Forces are in eV/Å.

Properties
* orbital gap: 0.38142 hartree
* E_tot: -8371.9209 eV
* E_LUMO: 0.8699 eV
* multiplicity: 1
* ΔE to the lowest compared entry with this formula, charge and spin: 131.3 kJ/mol
* net charge: 0
* SMILES string: COCC(C)=O

Mulliken population analysis, charges in e, atoms 1 to 8: -0.36 -0.56 -1.02 -0.62 -0.46 0.72 0.35 0.25

---

(2)
ORCA calculation (ωB97M-V/def2-TZVPD) on a single C4H8O2 molecule.

```
14
Properties=species:S:1:pos:R:3:forces:R:3
O 0.984790 -0.089236 0.432768 0.30 0.14 -0.15
O 1.601542 -1.485415 -1.521602 -0.03 0.21 0.32
C -0.950558 -0.571526 0.357603 -0.01 -0.12 -0.13
C -0.118460 0.505868 -0.202456 -0.09 -0.06 -0.04
C -0.377227 1.936768 0.249465 0.02 -0.08 0.07
C 1.235066 -1.586331 -0.359512 0.14 -0.20 -0.04
H -1.572311 -1.259744 -0.210534 0.02 0.22 0.09
H -1.053759 -0.563224 1.439229 0.00 -0.07 -0.19
H -0.468546 1.973874 1.338785 -0.01 0.02 -0.12
H -0.021075 0.439584 -1.292608 -0.04 -0.04 0.06
H 0.144115 -1.941855 -0.173284 -0.52 0.13 0.12
H 1.806263 -2.080979 0.445695 0.13 0.21 -0.09
H -1.287826 2.353647 -0.203138 0.24 -0.19 0.08
H 0.475000 2.561748 -0.041068 -0.15 -0.18 0.02
```
Forces are in eV/Å.

Properties
* orbital gap (alpha / beta): 0.27564 / 0.27580 hartree
* E_tot: -8367.6805 eV
* E_LUMO (alpha / beta): -1.3214 / -1.3196 eV
* multiplicity: 1
* ΔE to the lowest compared entry with this formula, charge and spin: 540.4 kJ/mol
* net charge: 0

Mulliken population analysis, charges in e, atoms 1 to 8: -0.43 -0.55 -0.61 0.53 -1.31 0.04 0.37 0.28

---

(3)
ORCA calculation (ωB97M-V/def2-TZVPD) on 2 unconnected molecules or ions with the total composition C4H8O2.

```
14
Properties=species:S:1:pos:R:3:forces:R:3
O -0.953896 -0.043398 0.687488 0.11 -0.08 0.18
O 0.521233 -1.427576 1.632170 -0.44 0.09 -0.29
C 2.399633 0.312144 -0.414573 -0.07 0.09 -0.05
C -0.481252 -1.257741 1.000467 0.28 -0.18 0.24
C -2.239394 0.012033 0.081043 -0.25 -0.01 -0.10
C 1.600955 1.269890 -0.872832 0.09 -0.07 0.02
H -2.695736 -0.983791 0.045573 0.02 0.16 -0.04
H 2.182543 -0.216251 0.510554 0.04 0.12 -0.18
H 0.699806 1.557502 -0.336586 0.18 -0.04 -0.07
H -1.115242 -2.077301 0.612952 0.09 0.03 0.08
H 1.818472 1.802711 -1.795794 -0.01 -0.09 0.11
H -2.151960 0.408713 -0.933311 0.04 -0.03 0.15
H 3.298268 0.018964 -0.952905 -0.12 0.07 0.06
H -2.864490 0.669984 0.687590 0.05 -0.07 -0.12
```
Forces are in eV/Å.

Properties
* orbital gap: 0.39254 hartree
* E_tot: -8371.3080 eV
* E_LUMO: 0.8487 eV
* multiplicity: 1
* ΔE to the lowest compared entry with this formula, charge and spin: 190.4 kJ/mol
* net charge: 0
* SMILES string: COC=O.C=C

Mulliken population analysis, charges in e, atoms 1 to 8: -0.23 -0.45 -0.50 0.23 -0.66 -0.42 0.35 0.25

---

| no. | strongest force on any atom (eV/A) |
| --- | --- |
| 1 | 0.5 |
| 2 | 0.6 |
| 3 | 0.5 |